The following is a quantum chemistry calculation of the molecule C27H34N4O5S, from OMol25.

Results
Structure (SMILES): CCCCCCCCCc1nc2sc3c(c2c(=O)n1NC(=O)c1ccccc1[N+](=O)[O-])CC(C)(C)OC3
HOMO level in eV: -8.249
F_max in eV/A: 1.335
Total energy in eV: -55582.6476
Orbital gap in eV: 7.331
Total charge: 0

Last column: natural (NBO) charge in e.
Atoms and positions in Å:
C  6.76  -1.64  0.33  -0.6016
C  5.69  -2.66  0.67  -0.3982
C  4.59  -2.07  1.54  -0.3869
C  3.51  -3.09  1.90  -0.3989
C  2.44  -2.48  2.81  -0.3886
C  1.27  -3.44  3.08  -0.3880
C  0.33  -3.60  1.89  -0.4015
C  -0.57  -2.38  1.68  -0.3856
H  -1.27  -2.29  2.51  0.2035
H  0.05  -1.48  1.67  0.1964
C  -1.34  -2.49  0.36  -0.4518
C  -2.10  -1.24  0.07  0.5028
N  -3.38  -1.23  0.20  -0.4926
C  -4.02  -0.07  -0.05  0.0707
C  -3.41  1.12  -0.43  -0.2414
C  -4.34  2.17  -0.63  -0.0195
C  -5.62  1.77  -0.41  -0.2064
S  -5.74  0.09  0.06  0.4442
C  -6.79  2.68  -0.51  -0.0920
O  -6.45  3.91  -1.10  -0.5301
C  -5.21  4.49  -0.66  0.2734
C  -5.22  4.74  0.86  -0.6497
H  -6.13  5.24  1.15  0.2173
H  -4.37  5.37  1.12  0.2178
H  -5.14  3.80  1.41  0.2139
C  -5.12  5.82  -1.40  -0.6097
H  -4.15  6.29  -1.22  0.2091
H  -5.24  5.65  -2.47  0.2188
H  -5.91  6.49  -1.08  0.2145
C  -4.04  3.58  -1.04  -0.4492
H  -3.90  3.60  -2.13  0.2275
H  -3.11  3.91  -0.58  0.2381
H  -7.24  2.83  0.49  0.1773
H  -7.56  2.26  -1.16  0.2072
C  -1.98  1.14  -0.56  0.6543
O  -1.25  2.07  -0.85  -0.6384
N  -1.40  -0.11  -0.27  -0.2691
N  -0.02  -0.16  -0.46  -0.4513
C  0.48  -0.52  -1.68  0.6925
O  -0.15  -1.11  -2.52  -0.5606
C  1.90  -0.06  -1.88  -0.1292
C  2.13  1.29  -2.10  -0.1895
C  3.41  1.73  -2.42  -0.1689
C  4.46  0.83  -2.52  -0.2020
C  4.24  -0.52  -2.29  -0.1944
C  2.96  -0.95  -1.97  0.0995
N  2.75  -2.34  -1.66  0.5232
O  1.75  -2.63  -1.03  -0.3810
O  3.59  -3.13  -2.02  -0.3620
H  5.04  -1.24  -2.35  0.2530
H  5.45  1.17  -2.77  0.2278
H  3.59  2.78  -2.59  0.2257
H  1.31  1.99  -2.05  0.2484
H  0.47  0.58  0.04  0.4140
H  -0.63  -2.68  -0.45  0.2450
H  -2.05  -3.31  0.41  0.2394
H  0.90  -3.77  0.98  0.2129
H  -0.30  -4.48  2.05  0.2028
H  1.68  -4.41  3.35  0.2022
H  0.70  -3.07  3.94  0.1979
H  2.07  -1.56  2.37  0.1862
H  2.91  -2.22  3.77  0.2005
H  3.04  -3.45  0.99  0.2031
H  3.97  -3.94  2.40  0.1953
H  4.13  -1.22  1.02  0.1831
H  5.04  -1.68  2.46  0.1948
H  5.25  -3.05  -0.26  0.2044
H  6.14  -3.51  1.19  0.1968
H  7.51  -2.07  -0.33  0.2078
H  6.33  -0.76  -0.15  0.1927
H  7.26  -1.30  1.24  0.2028

The following is a quantum chemistry calculation of C27H34N6O4PSV as an isolated structure, from OMol25.

Results
HOMO level (spin up / spin down) in eV: -13.746 / -13.550
F_max in eV/A: 0.783
Total energy in eV: -91478.4799
2S+1: 3
⟨S²⟩: 2.047
Orbital gap (spin up / spin down) in eV: 8.624 / 8.078
Total charge: +2

Last column: Mulliken spin population.
Atoms and positions in Å:
V  0.09  -0.91  0.15  2.1748
N  0.38  -0.72  2.31  0.0061
N  1.67  -1.15  2.67  0.0060
C  2.60  -1.45  1.72  -0.0123
N  3.79  -1.78  2.17  0.0054
N  2.16  -1.37  0.45  -0.0178
N  3.05  -1.60  -0.61  0.0166
O  4.19  -2.00  -0.42  0.0073
O  2.56  -1.44  -1.70  0.0045
H  0.23  0.22  2.68  0.0039
H  -0.31  -1.34  2.72  0.0027
H  1.92  -1.18  3.64  -0.0005
H  4.00  -1.75  3.15  0.0002
H  4.51  -1.99  1.49  -0.0001
O  -0.43  -1.55  -1.80  -0.0299
C  0.04  -0.43  -1.73  -0.1393
C  0.29  0.69  -2.60  -0.0294
C  0.17  0.75  -3.99  -0.0057
C  0.44  1.95  -4.62  -0.0003
C  0.81  3.07  -3.88  0.0041
C  0.92  3.01  -2.49  -0.0037
C  0.67  1.81  -1.85  0.0300
P  0.73  1.48  -0.05  -0.0603
C  -0.19  2.85  0.70  -0.0012
C  0.40  4.07  1.04  -0.0012
C  -0.38  5.11  1.52  0.0005
C  -1.75  4.95  1.65  -0.0013
C  -2.35  3.74  1.31  0.0018
C  -1.57  2.70  0.83  -0.0078
C  2.46  1.73  0.42  0.0145
C  3.49  1.60  -0.51  0.0003
C  4.82  1.65  -0.09  0.0019
C  5.12  1.85  1.24  -0.0033
C  4.10  1.99  2.18  0.0016
C  2.78  1.93  1.77  -0.0058
H  -0.12  -0.13  -4.55  0.0002
H  0.36  2.02  -5.70  -0.0001
H  1.01  4.00  -4.39  0.0001
H  1.20  3.90  -1.93  0.0000
H  1.47  4.21  0.93  -0.0004
H  0.09  6.05  1.78  -0.0001
H  -2.35  5.76  2.02  -0.0001
H  -3.42  3.62  1.41  -0.0001
H  -2.03  1.76  0.56  0.0008
H  3.27  1.44  -1.56  0.0000
H  5.61  1.55  -0.82  0.0001
H  6.16  1.91  1.56  -0.0002
H  4.34  2.18  3.22  0.0001
H  1.99  2.08  2.50  -0.0012
C  -0.39  -5.88  -1.31  0.0007
C  -0.15  -5.60  0.18  0.0010
C  -0.14  -4.16  0.45  0.0432
N  -0.17  -3.02  0.61  -0.0258
H  -0.34  -6.95  -1.47  0.0000
H  0.36  -5.40  -1.92  0.0000
H  -1.37  -5.53  -1.61  0.0000
H  0.81  -6.00  0.52  0.0011
H  -0.93  -6.04  0.81  0.0011
C  -4.41  -2.40  -2.04  0.0009
C  -3.91  -1.16  -1.31  0.0028
S  -3.01  -1.63  0.17  0.0080
O  -1.94  -0.52  0.39  0.0057
C  -4.24  -1.31  1.44  0.0002
C  -4.60  0.15  1.65  0.0001
H  -4.96  -2.10  -2.94  0.0001
H  -5.10  -2.99  -1.43  0.0001
H  -3.58  -3.04  -2.35  -0.0006
H  -4.72  -0.49  -1.04  0.0002
H  -3.18  -0.60  -1.90  0.0004
H  -3.83  -1.76  2.35  0.0002
H  -5.10  -1.92  1.14  -0.0003
H  -3.71  0.75  1.81  -0.0006
H  -5.24  0.23  2.53  0.0002
H  -5.16  0.56  0.81  0.0000

The following is a quantum chemistry calculation of C27H34N7S2V as an isolated structure, from OMol25.

Results
HOMO level (spin up / spin down) in eV: -9.773 / -10.320
F_max in eV/A: 0.561
Total energy in eV: -86336.3842
2S+1: 4
⟨S²⟩: 3.771
Orbital gap (spin up / spin down) in eV: 7.511 / 7.735
Total charge: +1

Last column: Mulliken spin population.
Atoms and positions in Å:
V  -0.70  -1.06  0.98  2.9070
C  2.23  3.22  -0.21  0.0012
N  1.21  2.37  0.41  -0.0011
C  1.72  1.64  1.55  -0.0579
C  0.15  1.93  -0.32  0.1388
N  -0.37  0.75  -0.10  -0.1596
C  -1.62  0.39  -0.65  -0.1333
C  -2.71  1.22  -0.52  0.1182
C  -3.97  0.87  -1.01  -0.0233
C  -4.15  -0.34  -1.61  0.0590
C  -3.08  -1.27  -1.73  -0.0295
C  -3.32  -2.50  -2.37  0.0450
C  -2.33  -3.44  -2.49  -0.0213
C  -1.07  -3.18  -1.95  0.0944
C  -0.77  -1.98  -1.34  -0.0645
N  0.44  -1.85  -0.63  -0.1193
C  1.60  -2.18  -1.14  0.0584
N  2.63  -2.51  -0.30  0.0046
C  2.36  -2.83  1.09  0.0128
C  4.00  -2.12  -0.58  0.0014
N  1.86  -2.22  -2.47  0.0041
C  1.17  -1.36  -3.41  0.0076
C  2.67  -3.27  -3.07  0.0001
C  -1.78  -0.94  -1.23  -0.0188
N  -0.27  2.78  -1.32  0.0019
C  -0.86  2.29  -2.54  0.0020
C  -0.58  4.16  -1.01  0.0005
H  2.85  3.63  0.58  -0.0004
H  1.80  4.04  -0.77  0.0004
H  2.87  2.62  -0.88  0.0002
H  1.91  2.33  2.37  0.0007
H  2.65  1.12  1.29  -0.0046
H  0.99  0.91  1.89  0.0675
H  -2.57  2.18  -0.04  0.0185
H  -4.80  1.55  -0.90  -0.0012
H  -5.11  -0.63  -2.00  0.0011
H  -4.31  -2.70  -2.75  0.0007
H  -2.53  -4.38  -2.96  -0.0010
H  -0.30  -3.95  -1.97  0.0031
H  1.41  -3.35  1.19  -0.0034
H  2.33  -1.92  1.71  0.0105
H  3.16  -3.47  1.45  0.0009
H  4.08  -1.70  -1.58  -0.0001
H  4.66  -2.98  -0.50  0.0002
H  4.32  -1.37  0.14  0.0006
H  0.73  -0.52  -2.87  0.0000
H  0.37  -1.89  -3.94  0.0000
H  1.88  -0.98  -4.14  -0.0005
H  3.03  -3.94  -2.30  -0.0002
H  3.52  -2.85  -3.61  0.0001
H  2.06  -3.83  -3.78  0.0004
H  -0.59  1.24  -2.70  -0.0026
H  -0.47  2.87  -3.38  0.0001
H  -1.95  2.36  -2.55  0.0004
H  -0.23  4.41  -0.01  0.0000
H  -1.66  4.33  -1.05  -0.0003
H  -0.10  4.84  -1.73  0.0001
S  -1.22  -2.98  2.50  -0.0110
C  -1.08  -1.55  3.46  0.0204
N  -1.26  -0.36  2.90  0.0342
C  -1.15  0.66  3.81  0.0083
C  -1.34  2.02  3.54  0.0163
C  -1.18  2.92  4.57  0.0006
C  -0.86  2.49  5.86  -0.0001
C  -0.69  1.15  6.15  0.0007
C  -0.84  0.24  5.11  -0.0027
S  -0.70  -1.49  5.14  0.0088
H  -1.60  2.34  2.54  0.0054
H  -1.33  3.98  4.38  0.0000
H  -0.75  3.22  6.65  0.0000
H  -0.45  0.83  7.15  -0.0005

Ordered relative energy (zero: lowest compared OMol25 entry of this formula, charge and spin) results: 405.0; 235.8; 39.0; unit kJ/mol.